Computed, not measured: a cluster of 2 separate species, C2H9NS2 in total at a distorted geometry, with wB97M-V/def2-TZVPD.

Results
SMILES string: CNC.SS
HOMO-LUMO gap in eV: 9.446
HOMO level in eV: -9.2
ΔE to the lowest compared entry with this formula, charge and spin in kcal per mole: 30.1
E in a.u.: -932.676008

```
14
C2H9NS2, DFT wB97M-V/def2-TZVPD
S 3.04 -0.45 -0.63
S 2.81 0.78 0.97
H 2.01 -1.23 -0.57
H 1.70 1.48 0.56
C -0.95 0.53 -1.11
N -1.33 0.56 0.28
C -1.11 -0.88 0.89
H -1.49 -0.18 -1.76
H 0.13 0.27 -1.19
H -1.11 1.51 -1.49
H -0.62 1.18 0.82
H -0.12 -1.29 0.56
H -1.04 -0.67 1.94
H -1.92 -1.60 0.74
```